1.
Here is C30H29FN7O3S3Sn as an isolated structure in a non-equilibrium geometry from the Open Molecules 2025 dataset. Energies are from ωB97M-V/def2-TZVPD.

Positions of all 74 atoms, in Å:
Sn 11.3233 7.5092 12.6284
N 8.2665 9.5252 9.6411
C 8.9580 8.8378 10.5256
S 10.7473 8.8405 10.4124
N 8.2857 8.2525 11.4867
N 9.0451 7.6553 12.4349
C 8.4005 7.1512 13.4728
C 9.1958 6.6186 14.5479
C 8.8260 6.4172 15.9206
C 9.6932 5.7536 16.7917
C 10.8964 5.2403 16.2553
C 11.2565 5.4488 14.9638
N 10.4752 6.2597 14.1895
H 8.7797 9.9709 8.8849
H 7.2769 9.6978 9.7756
H 7.3060 7.2443 13.4754
H 7.9035 6.8750 16.3108
H 9.4019 5.5786 17.8385
H 11.5743 4.5903 16.8584
H 12.1379 5.0028 14.5133
F 17.5297 5.4538 15.4679
C 16.6030 6.3116 16.0118
C 15.4656 6.6243 15.3005
C 14.5473 7.6074 15.7010
C 13.3787 7.9379 15.0319
O 13.0613 7.1746 13.9729
C 12.4928 8.9025 15.5431
C 12.7886 9.3972 16.7892
N 13.9427 9.1103 17.5071
C 14.0781 9.7073 18.8232
C 13.8028 11.1682 18.9527
C 15.1932 10.6794 18.9847
C 14.8378 8.1450 16.9857
C 15.9643 7.8347 17.7100
C 16.8982 6.9054 17.2518
N 18.0774 6.6998 17.9653
C 18.7464 7.8603 18.5459
C 20.1099 8.1427 17.8568
N 20.9498 6.8907 17.8675
C 20.2185 5.7869 17.1379
C 18.8955 5.4911 17.8586
C 11.2624 9.4102 14.8369
O 10.2932 9.7249 15.5645
O 11.3260 9.4467 13.5103
H 15.2522 6.1890 14.3394
H 12.1500 10.1367 17.2646
H 13.8456 9.0477 19.6836
H 13.3582 11.4685 19.8980
H 13.3878 11.6853 18.0792
H 15.7102 10.7026 19.9422
H 15.8137 10.8189 18.0936
H 16.2017 8.2509 18.6755
H 18.8667 7.7267 19.6400
H 18.1668 8.7814 18.4501
H 20.6307 8.9599 18.3983
H 19.9765 8.3852 16.8030
H 21.2245 6.5753 18.8280
H 21.8212 7.0858 17.3175
H 20.8491 4.8782 17.0682
H 20.0174 6.0917 16.1022
H 19.0591 5.0646 18.8818
H 18.3297 4.7178 17.3280
S 13.7637 6.9673 11.1452
C 13.1641 6.0562 9.8430
C 13.9997 5.9129 8.7227
C 13.5788 5.1973 7.6204
C 12.2763 4.7210 7.5613
C 11.4161 4.8103 8.6495
C 11.8598 5.3995 9.8565
S 10.8392 5.2517 11.2385
H 14.9741 6.3847 8.7470
H 14.2264 5.1293 6.7435
H 11.9176 4.2587 6.6306
H 10.4052 4.4503 8.6003

## Properties
Charge: +1
Molecular weight, g mol⁻¹: 769.52
ΔE to the lowest compared entry with this formula, charge and spin, kcal per mole: 1.1
Highest occupied orbital energy, eV: -7.354
Energy, eV: -89200.5995
Strongest force on any atom, eV Å⁻¹: 5.84

2.
Here is C30H29IN2OSiSn as an isolated structure in a non-equilibrium geometry from the Open Molecules 2025 dataset. Energies are from ωB97M-V/def2-TZVPD.

Positions of all 65 atoms, in Å:
C 1.4776 -3.7317 -0.3207
C 0.2087 -2.2206 -2.3274
H 2.2745 -4.0552 -0.9848
H 0.5067 -3.9951 -0.7824
H 1.4775 -3.8264 0.7267
H 0.7634 -1.9088 -3.1991
H 0.0983 -3.2870 -2.4415
H -0.7469 -1.7851 -2.0701
C 4.2212 -0.4179 0.0796
C 5.1454 0.5852 0.2964
C 5.1793 1.6837 -0.5477
C 4.2274 1.7497 -1.5397
H 4.2245 -1.3086 0.7313
H 5.8427 0.4740 1.1114
H 5.9240 2.4715 -0.4263
H 4.1978 2.5677 -2.2232
N 3.2462 -0.3176 -0.8381
C 3.2466 0.7655 -1.6745
C 2.1807 0.8742 -2.6822
N 1.3166 -0.1413 -2.7433
C 0.1572 0.0072 -3.3920
C 0.8504 2.0572 -4.3278
C -0.0996 1.0544 -4.2414
H -0.5911 -0.7924 -3.2998
H -1.0179 1.0142 -4.8006
C 1.9865 1.9858 -3.5338
H 2.7541 2.7524 -3.5344
H 0.6974 2.8895 -4.9994
Sn 1.4703 -1.7424 -0.6917
I 2.0371 -1.8147 2.2703
O 0.1092 -0.3782 -0.1369
Si -1.1163 -0.0299 0.8568
C -2.7035 0.3887 -0.0465
C -2.6703 1.1867 -1.2005
C -3.8559 1.5180 -1.8717
C -5.0906 1.0549 -1.4024
C -5.1298 0.2647 -0.2545
C -3.9432 -0.0609 0.4235
C -1.4460 -1.4466 1.9853
C -1.1964 -1.3315 3.3550
C -1.1706 -2.4839 4.1703
C -1.4496 -3.7230 3.6320
C -1.8095 -3.8315 2.2863
C -1.8477 -2.6992 1.4723
C -0.5536 1.4562 1.8144
C -1.4954 2.4283 2.1514
C -1.0891 3.5535 2.8764
C 0.2564 3.7201 3.2160
C 1.2076 2.7789 2.8089
C 0.7993 1.6655 2.0751
H -1.7086 1.5517 -1.5856
H -3.8090 2.1318 -2.7694
H -6.0069 1.3044 -1.9357
H -6.0827 -0.1131 0.1124
H -3.9931 -0.6817 1.3214
H -0.9661 -0.3410 3.7824
H -0.8897 -2.3626 5.2171
H -1.3812 -4.6042 4.2508
H -2.0543 -4.7991 1.8562
H -2.1877 -2.7638 0.4266
H -2.5298 2.3166 1.8168
H -1.8324 4.3002 3.1539
H 0.5713 4.5950 3.7843
H 2.2630 2.9061 3.0427
H 1.5456 0.9419 1.7209

## Properties
Molecular weight, g mol⁻¹: 707.28
Highest occupied orbital energy, eV: -7.325
Energy, eV: -58417.3052
Strongest force on any atom, eV Å⁻¹: 2.94

3.
Here is C30H29N9Pd as an isolated structure in a non-equilibrium geometry from the Open Molecules 2025 dataset. Energies are from ωB97M-V/def2-TZVPD.

Positions of all 69 atoms, in Å:
Pd -0.6604 -0.0361 -0.7605
C -0.7625 -4.4194 -0.8212
C -0.6470 -3.1087 -1.2487
N -0.7294 -2.0811 -0.3974
C -0.9654 -2.3799 0.9279
C -1.0839 -3.7223 1.3092
N -0.9752 -4.7113 0.4622
C -1.1007 -1.2590 1.8368
C -1.3647 -1.2977 3.1979
C -1.5004 -0.1007 3.9245
C -1.4007 1.1093 3.2152
C -1.1361 1.0956 1.8543
N -0.9605 -0.0744 1.2114
C -1.0680 2.2348 0.9607
C -1.1446 3.5691 1.3801
N -1.1843 4.5747 0.5453
C -1.1715 4.3014 -0.7614
C -1.0272 3.0050 -1.2246
N -0.9422 1.9657 -0.3868
C -1.7267 -0.1101 5.3769
C -1.8237 1.0774 6.1164
C -1.9836 1.0130 7.4913
N -2.0456 -0.1318 8.1271
C -1.9721 -1.2670 7.4744
C -1.8148 -1.3080 6.0984
H -0.6915 -5.2538 -1.5009
H -0.4990 -2.8769 -2.2970
H -1.2744 -3.9881 2.3380
H -1.4765 -2.2501 3.6868
H -1.5522 2.0536 3.7094
H -1.1577 3.8135 2.4326
H -1.2649 5.1435 -1.4300
H -0.9865 2.7903 -2.2865
H -1.7685 2.0521 5.6614
H -2.0612 1.9078 8.0913
H -2.0385 -2.1708 8.0612
H -1.7547 -2.2743 5.6270
C 2.3252 -1.0895 -3.2974
N 2.6515 0.3348 -3.4831
C 3.2389 0.5600 -4.8159
C 1.4585 1.2125 -3.1969
C 0.1640 0.6249 -3.7028
C -0.1724 0.6930 -5.0544
C -1.3401 0.1192 -5.5193
C -2.2161 -0.4777 -4.6266
C -1.9085 -0.5077 -3.2726
C -0.7108 0.0222 -2.7897
H 3.2365 -1.6800 -3.2288
H 1.7411 -1.4291 -4.1496
H 1.7345 -1.2172 -2.3894
H 3.3694 0.5884 -2.7997
H 2.4720 0.4502 -5.5786
H 4.0191 -0.1755 -5.0060
H 3.6732 1.5564 -4.8835
H 1.6467 2.1993 -3.6247
H 1.3744 1.2840 -2.1060
H 0.4661 1.2226 -5.7464
H -1.5804 0.1584 -6.5713
H -3.1423 -0.9053 -4.9788
H -2.6305 -0.9512 -2.5789
N 3.6945 0.7026 0.9850
C 3.6842 -0.6588 0.9451
C 2.5613 -1.0055 0.2522
N 1.8966 0.1249 -0.1383
C 2.6050 1.1347 0.3250
H 4.3853 1.2760 1.4478
H 4.4620 -1.2454 1.3838
H 2.1842 -1.9814 0.0151
H 2.3735 2.1735 0.1792

## Properties
Charge: +2
Molecular weight, g mol⁻¹: 622.05
Highest occupied orbital energy, eV: -13.820
Energy, eV: -48457.8013
Strongest force on any atom, eV Å⁻¹: 1.78